No. 1
Formula: C5H11N3O
Source: the OMol25 dataset
Level of theory: the ωB97M-V functional and the def2-TZVPD basis

ORCA input file:
```
! wB97M-V def2-TZVPD RIJCOSX def2/J DEFGRID3
* xyz 0 1
C 1.3694 -1.4824 1.0985
C 0.6846 0.4953 0.0208
C -2.4688 -0.1434 -0.4011
C -2.2627 -1.3901 -1.1327
C 1.8873 2.4185 0.4741
H 0.4629 -2.0288 1.2723
H 2.1152 -1.7335 1.8482
H 1.7152 -1.7093 0.0764
H -0.3668 0.2405 -1.6139
H -3.1490 -0.1135 0.4283
H -2.3580 0.7559 -0.9460
H -2.8197 -2.2921 -0.8418
H -2.0112 -1.3012 -2.2220
H 2.5620 1.8004 1.1148
H 1.3986 3.1116 1.1340
H 2.4776 2.9990 -0.1947
N -0.1678 -0.3113 -0.7882
N -1.2523 -0.9080 -0.1492
N 1.0063 1.6426 -0.3422
O 1.1772 -0.0500 1.1645
*
```

Its HOMO energy is -8.66 eV. The value obtained for the energy above the lowest of the compared OMol25 structures with the same formula, charge and spin is 347.8 kJ/mol. Its SMILES is C/N=C(/NN1CC1)OC.

These are the natural (NBO) partial charges, in e, on atoms 1 to 4: -0.258 0.687 -0.280 -0.269

=====

No. 2
Formula: C5H11N3OS
Source: the OMol25 dataset
Level of theory: the ωB97M-V functional and the def2-TZVPD basis

ORCA input file:
```
! wB97M-V def2-TZVPD RIJCOSX def2/J DEFGRID3
* xyz 0 1
C -0.2839 -0.1093 -0.5339
C -0.5862 0.1411 1.8291
C 1.1923 1.4455 0.7481
C 1.3727 -1.0555 0.8775
C 0.4425 0.1800 0.7088
N -0.0146 0.6715 -1.9842
N -1.9973 -0.7572 -1.9212
N -1.4011 -0.7435 -0.7448
O -0.6212 -0.6292 -4.1699
S -1.0805 0.0157 -2.9777
H -0.1002 0.0853 2.8782
H -1.2944 0.8581 1.7886
H -1.1268 -0.9261 1.7754
H 0.3590 2.2832 0.7720
H 1.9043 1.5345 -0.2123
H 1.9371 1.5801 1.6052
H 1.9710 -0.9931 1.8176
H 2.0258 -1.3296 -0.0123
H 0.7888 -2.0507 1.0529
H -1.6912 -1.4115 -0.0463
H -1.7962 1.2108 -3.2508
*
```

Its HOMO energy is -8.84 eV. The value obtained for the energy above the lowest of the compared OMol25 structures with the same formula, charge and spin is 455.7 kJ/mol. Its SMILES is CC(C)(C)C1=N[S@@H](=O)=NN1.

These are the natural (NBO) partial charges, in e, on atoms 1 to 4: 0.482 -0.556 -0.601 -0.600